This record from OMol25 describes 2 unconnected molecules or ions with the total composition C6H16NO at a distorted geometry. The level of theory is ωB97M-V/def2-TZVPD.

## Properties
E: -367.935000 hartree
max |F|: 0.0380 Eh/bohr
relative energy (zero: lowest compared OMol25 entry of this formula, charge and spin): 1.291 eV
multiplicity: 1
total charge: +1

Bonds (Å) are listed after each position.
Atoms and positions in Å:
1 C -0.05528 1.38530 0.20928  C2 1.519, N7 1.511, H8 1.090, H9 1.082
2 C 1.24307 0.59765 0.22729  C1 1.519, C3 1.506, H10 1.089, H11 1.099
3 C 1.30413 -0.56043 -0.73285  C2 1.506, C4 1.557, H12 1.092, H13 1.099
4 C 0.45806 -1.83083 -0.42507  C3 1.557, C5 1.511, H14 1.094, H15 1.090
5 C 0.28636 -2.14707 1.04194  C4 1.511, C6 1.314, H16 1.087
6 C 1.23699 -2.04662 1.94301  C5 1.314, H17 1.079, H18 1.085
7 N -0.51740 1.79795 -1.16907  C1 1.511, H19 1.025, H20 1.024, H21 0.984
8 H -0.87236 0.78114 0.60380  C1 1.090
9 H 0.00866 2.26326 0.83908  C1 1.082
10 H 1.42437 0.38635 1.27998  C2 1.089
11 H 2.07289 1.29215 0.03725  C2 1.099
12 H 2.33561 -0.88836 -0.87991  C3 1.092
13 H 1.01696 -0.31415 -1.76465  C3 1.099
14 H -0.52649 -1.71156 -0.88581  C4 1.094
15 H 0.82775 -2.74910 -0.88107  C4 1.090
16 H -0.70654 -2.37607 1.41924  C5 1.087
17 H 1.13639 -2.40958 2.95427  C6 1.079
18 H 2.21132 -1.66960 1.64916  C6 1.085
19 H -1.51445 2.00536 -1.05406  N7 1.025
20 H -0.26174 1.05081 -1.82076  N7 1.024
21 H 0.05891 2.52534 -1.49679  N7 0.984
22 H -3.89055 1.07853 -0.97262  O24 0.963
23 H -3.87164 1.79149 0.35790  O24 0.960
24 O -3.40500 1.74803 -0.47953  H22 0.963, H23 0.960

Mulliken population analysis, charges in e, atoms 1 to 4: atom 1 (C): -0.9018, atom 2 (C): -0.4814, atom 3 (C): -0.7974, atom 4 (C): -0.4769